1.
Below is the molecule C5H10NO2, with properties calculated with ωB97M-V/def2-TZVPD.

Geometry as XYZ:
```
18
Properties=species:S:1:pos:R:3
C -1.577 -1.663 -0.880
N -0.342 -0.934 -1.205
C 0.007 0.282 -0.413
C -0.317 0.411 1.002
C 0.377 1.518 1.757
O 0.054 1.800 2.882
C 1.594 0.507 -0.530
O 1.942 1.763 -0.810
H -2.197 -1.109 -0.011
H -1.444 -2.658 -0.512
H -2.140 -1.518 -1.862
H 0.391 -1.633 -1.177
H -0.322 1.075 -1.068
H -1.431 0.616 0.989
H -0.028 -0.533 1.549
H 1.270 2.035 1.266
H 2.005 -0.146 -1.395
H 2.159 0.187 0.418
```

Results
Relative energy (zero: lowest compared OMol25 entry of this formula, charge and spin) ... 260.3 kJ/mol
HOMO-LUMO gap (alpha / beta) ... 0.371 / 0.272 Ha
Multiplicity ... 2
LUMO (alpha / beta) ... 0.0304 / -0.0693 hartree
Highest occupied orbital energy (alpha / beta) ... -9.279 / -9.281 eV

2.
Below is a cluster of 2 separate species, C5H10NO3 in total, with properties calculated with ωB97M-V/def2-TZVPD.

Geometry as XYZ:
```
19
Properties=species:S:1:pos:R:3
C -1.475 1.385 1.554
C -2.318 0.623 0.569
O -3.320 1.078 0.044
N -1.788 -0.569 0.223
H -1.897 2.317 1.948
H -0.546 1.695 1.046
H -2.275 -1.044 -0.520
H -0.956 -1.024 0.589
H -1.111 0.849 2.425
C 1.303 -0.307 -1.356
C 1.697 1.182 -1.471
C 1.834 -1.075 -0.142
O 1.039 -1.805 0.497
O 3.045 -0.849 0.075
H 0.241 -0.421 -1.568
H 1.701 -0.829 -2.216
H 1.996 1.553 -0.489
H 0.888 1.771 -1.882
H 2.574 1.263 -2.112
```

Results
Relative energy (zero: lowest compared OMol25 entry of this formula, charge and spin) ... 33.8 kJ/mol
HOMO-LUMO gap ... 0.298 Ha
Multiplicity ... 1
LUMO ... 0.1342 hartree
Highest occupied orbital energy ... -4.453 eV
Net charge ... -1

3.
Below is a cluster of 2 separate species, C5H10NO3 in total, with properties calculated with ωB97M-V/def2-TZVPD.

Geometry as XYZ:
```
19
Properties=species:S:1:pos:R:3
C 1.439 2.391 2.590
C 0.505 2.300 1.347
O 0.326 1.124 0.923
O 0.029 3.367 0.920
H 2.406 1.900 2.489
H 0.877 1.947 3.423
H 1.558 3.437 2.905
C 0.515 -1.747 -1.485
C 0.866 -3.135 -0.899
C -0.973 -1.490 -1.402
O -1.683 -1.600 -2.390
N -1.471 -1.257 -0.169
H 1.138 -1.015 -0.977
H 0.765 -1.715 -2.545
H 0.107 -3.446 -0.182
H 1.783 -3.126 -0.314
H -2.479 -1.222 -0.162
H -0.957 -0.786 0.566
H 0.885 -3.879 -1.695
```

Results
Relative energy (zero: lowest compared OMol25 entry of this formula, charge and spin) ... 42.5 kJ/mol
HOMO-LUMO gap ... 0.294 Ha
Multiplicity ... 1
LUMO ... 0.1341 hartree
Highest occupied orbital energy ... -4.353 eV
Net charge ... -1

4.
Below is a cluster of 2 separate species, C5H10NO3 in total, with properties calculated with ωB97M-V/def2-TZVPD.

Geometry as XYZ:
```
19
Properties=species:S:1:pos:R:3
C -1.430 1.140 -0.497
C -0.855 2.388 0.112
C -2.034 0.106 0.499
O -3.208 -0.128 0.559
N -1.118 -0.703 1.143
H -2.159 1.326 -1.345
H -0.582 0.473 -1.036
H -0.427 3.087 -0.711
H -0.081 2.429 0.909
H -1.471 -1.226 1.978
H -0.174 -0.947 0.932
H -1.770 2.862 0.562
C 3.380 -0.420 -0.844
C 1.980 -0.851 -0.380
O 1.156 0.155 -0.259
O 1.739 -2.046 -0.276
H 3.358 -1.028 -1.802
H 3.891 -0.756 0.046
H 3.497 0.667 -1.066
```

Results
Relative energy (zero: lowest compared OMol25 entry of this formula, charge and spin) ... 118.2 kJ/mol
HOMO-LUMO gap (alpha / beta) ... 0.369 / 0.216 Ha
Multiplicity ... 2
LUMO (alpha / beta) ... 0.0185 / -0.1339 hartree
Highest occupied orbital energy (alpha / beta) ... -9.550 / -9.532 eV

5.
Below is a cluster of 2 separate species, C5H10NO3 in total, with properties calculated with ωB97M-V/def2-TZVPD.

Geometry as XYZ:
```
19
Properties=species:S:1:pos:R:3
C 1.607 -0.395 1.967
C 2.247 0.179 0.649
O 3.242 -0.160 0.083
N 1.422 1.280 0.292
H 1.413 0.370 2.699
H 2.327 -1.199 2.224
H 1.519 1.633 -0.640
H 0.470 1.271 0.754
H 0.627 -0.739 1.653
C -1.805 -1.065 -1.181
C -1.229 -0.577 -2.554
C -1.790 0.072 0.136
O -2.532 -0.334 0.995
O -1.161 1.082 -0.130
H -2.874 -1.218 -1.354
H -1.169 -1.931 -0.911
H -0.612 0.280 -2.560
H -2.133 -0.405 -3.127
H -0.575 -1.353 -2.962
```

Results
Relative energy (zero: lowest compared OMol25 entry of this formula, charge and spin) ... 78.2 kJ/mol
HOMO-LUMO gap (alpha / beta) ... 0.376 / 0.220 Ha
Multiplicity ... 2
LUMO (alpha / beta) ... 0.0204 / -0.1353 hartree
Highest occupied orbital energy (alpha / beta) ... -9.666 / -9.664 eV

6.
Below is the ion C5H10NO3 with charge +1, with properties calculated with ωB97M-V/def2-TZVPD.

Geometry as XYZ:
```
19
Properties=species:S:1:pos:R:3
C 2.292 0.016 2.065
O 0.974 -0.502 1.973
C 0.591 -1.144 0.876
N -0.097 -0.215 -0.040
C -1.219 -0.135 -0.596
C -1.492 0.985 -1.503
O -0.428 1.916 -1.570
C -2.706 1.090 -2.143
O -3.733 0.273 -2.112
H 3.110 -0.781 2.333
H 2.190 0.728 2.922
H 2.563 0.715 1.246
H 1.404 -1.617 0.270
H -0.076 -2.019 1.004
H 0.422 0.606 -0.304
H -1.898 -0.985 -0.543
H -0.801 2.783 -1.718
H -2.973 1.891 -2.917
H -3.486 -0.506 -1.434
```

Results
Relative energy (zero: lowest compared OMol25 entry of this formula, charge and spin) ... 285.5 kJ/mol
HOMO-LUMO gap ... 0.322 Ha
Multiplicity ... 1
LUMO ... -0.1722 hartree
Highest occupied orbital energy ... -13.454 eV
Net charge ... +1
Structure (SMILES) ... COC/[NH+]=C/C(O)=C\O